No. 1
119
Properties=species:S:1:pos:R:3:lowdin_charge:R:1 method="wB97M-V/def2-TZVPD" lumo_energy_ev=0.557 homo_energy_ev=-8.650 e_tot_ha=-2577.6688
C 1.843 -3.389 1.919 0.00
C 2.494 -3.662 0.789 -0.26
O 2.023 -4.426 -0.255 -0.27
S 0.387 -4.567 -0.405 0.92
O 0.082 -5.972 -0.322 -0.36
O 0.467 -4.156 -1.965 -0.32
C -0.854 -3.981 -2.548 -0.23
C -1.099 -2.507 -2.848 -0.18
C -1.901 -1.812 -1.746 -0.20
C -3.311 -2.394 -1.547 -0.21
C -4.264 -1.295 -1.086 -0.19
C -5.702 -1.748 -0.710 -0.19
C -6.057 -3.197 -1.032 -0.24
C -7.518 -3.529 -0.710 -0.21
C -8.110 -4.654 -1.569 -0.20
C -7.216 -5.889 -1.701 -0.19
C -7.295 -6.811 -0.485 -0.23
O -6.207 -7.720 -0.448 -0.19
C -5.101 -7.267 0.295 -0.12
H 2.112 -2.507 2.485 0.05
H 1.058 -4.029 2.302 0.06
H 3.528 -3.384 0.620 0.11
H -0.895 -4.598 -3.443 0.13
H -1.604 -4.388 -1.864 0.10
H -1.639 -2.433 -3.797 0.12
H -0.130 -2.025 -2.986 0.12
H -1.328 -1.950 -0.822 0.09
H -1.959 -0.745 -1.969 0.11
H -3.268 -3.176 -0.787 0.11
H -3.648 -2.840 -2.487 0.12
H -3.803 -0.818 -0.221 0.08
H -4.355 -0.551 -1.882 0.11
H -5.838 -1.575 0.362 0.11
H -6.429 -1.113 -1.222 0.11
H -5.407 -3.891 -0.496 0.10
H -5.896 -3.370 -2.102 0.11
H -8.122 -2.629 -0.856 0.11
H -7.605 -3.783 0.351 0.11
H -9.052 -4.973 -1.111 0.11
H -8.336 -4.269 -2.565 0.11
H -7.538 -6.464 -2.572 0.11
H -6.170 -5.638 -1.883 0.10
H -8.186 -7.437 -0.562 0.12
H -7.341 -6.235 0.447 0.11
H -5.413 -6.754 1.211 0.09
H -4.503 -8.132 0.576 0.09
H -4.461 -6.590 -0.286 0.08
C 2.406 0.338 0.774 -0.10
O 1.959 0.555 2.100 -0.20
C 1.742 1.924 2.421 -0.22
C 0.269 2.195 2.643 -0.21
N -0.454 2.070 1.387 -0.05
C -1.907 2.103 1.499 -0.20
C -2.592 0.965 2.248 -0.21
O -2.451 -0.291 1.610 -0.20
C -1.284 -1.023 1.941 -0.10
H 2.650 -0.719 0.685 0.07
H 1.636 0.577 0.030 0.08
H 3.306 0.924 0.563 0.09
H 2.136 2.570 1.630 0.13
H 2.289 2.144 3.343 0.12
H 0.145 3.210 3.034 0.13
H -0.089 1.495 3.411 0.11
H -0.184 1.199 0.948 0.07
H -2.306 2.106 0.481 0.11
H -2.204 3.052 1.958 0.12
H -3.663 1.184 2.261 0.12
H -2.274 0.892 3.295 0.11
H -0.955 -0.818 2.964 0.09
H -0.457 -0.819 1.254 0.07
H -1.528 -2.082 1.855 0.09
C 5.682 -0.615 2.011 -0.12
O 5.753 0.766 1.723 -0.21
C 5.702 1.610 2.867 -0.21
C 7.017 2.330 3.069 -0.22
N 8.061 1.402 3.477 -0.05
C 9.404 1.969 3.502 -0.20
C 10.010 2.422 2.179 -0.23
O 10.272 1.366 1.274 -0.18
C 9.198 0.998 0.432 -0.10
H 5.604 -1.138 1.058 0.09
H 6.570 -0.977 2.539 0.08
H 4.795 -0.841 2.613 0.08
H 5.434 1.035 3.759 0.13
H 4.916 2.352 2.695 0.11
H 6.890 3.086 3.849 0.12
H 7.255 2.853 2.132 0.11
H 8.055 0.609 2.849 0.07
H 10.069 1.213 3.927 0.12
H 9.408 2.819 4.193 0.12
H 10.981 2.872 2.402 0.12
H 9.407 3.198 1.692 0.11
H 8.555 1.853 0.202 0.09
H 8.582 0.204 0.867 0.07
H 9.624 0.620 -0.497 0.09
C 0.101 3.330 -4.362 -0.12
O -0.892 3.479 -3.370 -0.19
C -0.440 3.229 -2.044 -0.22
C -0.457 4.489 -1.210 -0.22
N 0.568 5.426 -1.652 -0.05
C 0.492 6.742 -1.030 -0.20
C -0.738 7.597 -1.315 -0.23
O -0.845 8.023 -2.660 -0.18
C -1.501 7.129 -3.537 -0.10
H -0.390 3.433 -5.328 0.09
H 0.885 4.093 -4.283 0.08
H 0.572 2.343 -4.311 0.09
H 0.561 2.788 -2.051 0.12
H -1.125 2.503 -1.595 0.11
H -0.267 4.212 -0.170 0.10
H -1.469 4.915 -1.269 0.11
H 0.497 5.538 -2.655 0.07
H 1.368 7.309 -1.356 0.12
H 0.580 6.617 0.055 0.12
H -0.647 8.509 -0.719 0.12
H -1.666 7.104 -1.000 0.11
H -2.269 6.548 -3.019 0.09
H -0.806 6.437 -4.022 0.07
H -1.978 7.725 -4.315 0.09

No. 2
110
Properties=species:S:1:pos:R:3:lowdin_charge:R:1 method="wB97M-V/def2-TZVPD" lumo_energy_ev=-6.767 e_above_lowest_kcal_mol=520.72 homo_energy_ev=-16.856 e_tot_ha=-1555.5597 total_charge=+3
O 0.993 0.604 0.456 -0.38
H 0.685 -0.076 1.086 -0.05
C 3.823 -1.724 3.014 -0.07
C 4.369 -0.970 1.812 -0.20
C 3.350 -0.947 0.672 -0.09
N 3.697 -0.215 -0.672 -0.12
C 3.770 1.303 -0.525 0.00
C 2.677 -0.575 -1.775 -0.17
C 3.276 -1.835 -2.484 -0.12
C 4.725 -1.569 -2.536 -0.13
C 5.038 -0.744 -1.264 -0.05
H 3.839 -2.803 2.857 0.09
H 2.838 -1.420 3.369 0.04
H 4.508 -1.529 3.838 0.10
H 5.294 -1.522 1.643 0.11
H 4.733 0.050 1.929 0.12
H 2.410 -0.490 0.984 0.08
H 3.056 -1.956 0.383 0.13
H 2.823 1.700 -0.160 0.04
H 3.910 1.786 -1.492 0.04
H 4.598 1.532 0.145 0.13
H 2.724 0.246 -2.490 0.14
H 1.676 -0.555 -1.343 -0.05
H 2.775 -2.021 -3.434 0.15
H 3.030 -2.639 -1.790 0.10
H 4.923 -0.857 -3.337 0.13
H 5.316 -2.480 -2.637 0.14
H 5.703 0.064 -1.570 0.14
H 5.565 -1.408 -0.579 0.13
C 2.959 3.177 -2.284 -0.05
C 1.845 2.386 -1.647 -0.25
C 0.572 3.254 -1.703 -0.08
N -0.606 2.874 -0.801 -0.15
C -1.086 1.476 -1.211 -0.02
C -1.716 3.990 -0.879 -0.05
C -1.731 4.738 0.460 -0.11
C -1.359 3.654 1.471 -0.12
C -0.227 2.933 0.722 -0.09
H 3.873 2.609 -2.457 0.08
H 3.069 4.023 -1.605 0.12
H 2.573 3.485 -3.256 0.11
H 2.138 1.994 -0.673 0.01
H 1.586 1.506 -2.235 0.11
H 0.200 3.207 -2.727 0.14
H 0.748 4.289 -1.410 0.14
H -0.283 0.773 -0.990 0.04
H -1.235 1.421 -2.289 0.13
H -2.043 1.345 -0.707 0.07
H -2.653 3.502 -1.150 0.13
H -1.490 4.712 -1.664 0.13
H -2.683 5.245 0.613 0.14
H -0.948 5.488 0.348 0.13
H -2.079 2.860 1.669 0.07
H -0.948 4.073 2.389 0.15
H -0.067 1.887 0.983 0.04
H 0.695 3.514 0.766 0.15
C -4.500 -3.096 -3.292 -0.09
C -3.607 -2.112 -2.656 -0.25
C -2.628 -2.818 -1.734 -0.11
N -1.565 -1.901 -1.121 -0.14
C -2.250 -0.784 -0.312 -0.09
C -0.747 -1.146 -2.204 -0.04
C 0.557 -0.870 -1.634 -0.31
C 0.881 -2.008 -0.715 -0.08
C -0.493 -2.735 -0.380 0.00
H -4.824 -3.836 -2.560 0.10
H -3.941 -3.696 -4.010 0.09
H -5.226 -2.688 -3.995 0.10
H -4.128 -1.337 -2.094 0.11
H -3.099 -1.679 -3.518 0.12
H -2.163 -3.628 -2.297 0.15
H -3.136 -3.254 -0.874 0.14
H -1.455 -0.413 0.334 0.06
H -3.002 -1.283 0.299 0.10
H -2.779 -0.042 -0.911 0.12
H -1.265 -0.226 -2.473 0.11
H -0.700 -1.734 -3.121 0.16
H 0.503 0.047 -1.047 0.06
H 1.312 -0.648 -2.389 0.11
H 1.209 -1.583 0.234 0.05
H 1.654 -2.642 -1.150 0.11
H -0.757 -2.982 0.649 0.11
H -0.355 -3.764 -0.711 0.15
C -5.759 -0.465 2.943 -0.06
C -4.338 -0.631 2.388 -0.22
C -3.239 0.084 3.203 -0.04
N -1.803 -0.028 2.549 -0.15
C -1.741 0.923 1.331 -0.09
C -1.475 -1.471 2.152 -0.10
C 0.068 -1.596 2.027 -0.14
C 0.444 -0.768 3.308 -0.11
C -0.634 0.296 3.509 -0.04
H -6.390 -0.881 2.158 0.09
H -6.087 0.565 3.082 0.09
H -5.812 -0.997 3.892 0.09
H -4.415 -0.289 1.355 0.10
H -4.066 -1.686 2.392 0.11
H -2.947 -0.382 4.144 0.13
H -3.390 1.127 3.483 0.14
H -1.780 1.977 1.605 0.02
H -2.434 0.645 0.537 0.06
H -0.707 0.880 0.987 0.04
H -1.983 -1.804 1.246 0.07
H -1.878 -2.036 2.992 0.16
H 0.464 -1.183 1.099 0.02
H 0.527 -2.579 2.133 0.15
H 1.442 -0.329 3.275 0.10
H 0.478 -1.480 4.132 0.13
H -0.334 1.334 3.369 0.14
H -0.934 0.266 4.556 0.14